[1]
The following is a DFT calculation (ωB97M-V/def2-TZVPD) of the ion C8H14N3 with charge +1 at a distorted geometry.

Last columns: bonded neighbours and bond lengths (Å).
Atoms and positions in Å:
1 C 1.0139 0.7973 0.1927  C2 1.431, C3 1.454, C5 1.476
2 C 0.9612 -0.1837 1.2335  C1 1.431, C6 1.532, N9 1.336
3 C -0.0971 0.8367 -0.7443  C1 1.454, N10 1.370, N11 1.329
4 C -0.8583 -1.1785 0.2576  C7 1.489, N9 1.257, N10 1.382
5 C 2.1332 1.7587 0.1403  C1 1.476, H12 1.161, H13 1.116, H14 1.141
6 C 2.0019 -0.5465 2.2976  C2 1.532, H15 1.040, H16 1.096, H17 1.070
7 C -1.9235 -2.2181 0.2974  C4 1.489, H18 1.133, H19 1.044, H20 1.155
8 C -1.9390 -0.3790 -1.7858  N10 1.446, H21 1.174, H22 1.007, H23 1.167
9 N 0.0487 -1.1538 1.1280  C2 1.336, C4 1.257
10 N -0.9995 -0.1937 -0.7020  C3 1.370, C4 1.382, C8 1.446
11 N -0.1368 1.9121 -1.5235  C3 1.329, H24 0.959, H25 0.939
12 H 2.7032 1.7889 -0.8703  C5 1.161
13 H 2.9226 1.4801 0.8782  C5 1.116
14 H 1.7491 2.7970 0.4165  C5 1.141
15 H 1.9496 0.2522 2.9613  C6 1.040
16 H 2.8703 -0.6832 1.6423  C6 1.096
17 H 1.6179 -1.4780 2.6583  C6 1.070
18 H -2.9004 -1.6776 0.1023  C7 1.133
19 H -1.9111 -2.5760 1.2781  C7 1.044
20 H -1.8350 -3.1262 -0.4110  C7 1.155
21 H -1.7460 0.3626 -2.6755  C8 1.174
22 H -1.9891 -1.3408 -2.0789  C8 1.007
23 H -2.9789 -0.0883 -1.3434  C8 1.167
24 H 0.1350 2.7620 -1.1734  N11 0.959
25 H -0.7917 2.0757 -2.1761  N11 0.939

The multiplicity is 3. Its total charge is +1. The HOMO-LUMO gap (alpha / beta) is 6.43 / 6.71 eV.

[2]
The following is a DFT calculation (ωB97M-V/def2-TZVPD) of the molecule C5H15N3 at a distorted geometry.

Last columns: bonded neighbours and bond lengths (Å).
Atoms and positions in Å:
1 N 2.3349 -1.0423 -0.5648  C2 1.477, H9 1.010, H10 1.012
2 C 1.2547 -0.7580 -1.5318  N1 1.477, C3 1.534, H11 1.085, H12 1.091
3 C 0.5003 0.5577 -1.3020  C2 1.534, C4 1.526, H13 1.096, H14 1.085
4 C -1.0092 0.3833 -1.4444  C3 1.526, C5 1.516, H15 1.091, H16 1.088
5 C -1.6772 -0.1939 -0.2124  C4 1.516, N6 1.460, H17 1.097, H18 1.088
6 N -1.4903 0.6063 0.9949  C5 1.460, C7 1.435, H19 1.013
7 C -0.8433 0.0796 2.1619  N6 1.435, N8 1.460, H20 1.097, H21 1.089
8 N 0.5639 0.3993 2.3816  C7 1.460, H22 1.008, H23 1.009
9 H 2.0399 -1.6628 0.1754  N1 1.010
10 H 2.7708 -0.2034 -0.2048  N1 1.012
11 H 1.7467 -0.7300 -2.4981  C2 1.085
12 H 0.5912 -1.6225 -1.5798  C2 1.091
13 H 0.8346 1.3514 -1.9793  C3 1.096
14 H 0.7415 0.8637 -0.2892  C3 1.085
15 H -1.4999 1.3136 -1.7331  C4 1.091
16 H -1.1391 -0.3134 -2.2700  C4 1.088
17 H -2.7537 -0.2486 -0.4166  C5 1.097
18 H -1.4162 -1.2291 -0.0046  C5 1.088
19 H -1.2763 1.5775 0.8025  N6 1.013
20 H -1.3439 0.4748 3.0539  C7 1.097
21 H -0.8590 -1.0085 2.1888  C7 1.089
22 H 1.1779 0.0402 1.6673  N8 1.008
23 H 0.7515 1.3652 2.6047  N8 1.009

The HOMO-LUMO gap is 9.46 eV. Its structure (SMILES) is NCCCCNCN.

[3]
The following is a DFT calculation (ωB97M-V/def2-TZVPD) of a cluster of 2 separate species, C3H10NO2 in total at a distorted geometry.

Last columns: bonded neighbours and bond lengths (Å).
Atoms and positions in Å:
1 C 0.3723 -1.1004 1.1182  N2 1.483, H6 1.094, H7 1.084, H8 1.091
2 N 0.5140 -0.0383 0.0934  C1 1.483, C3 1.461, H9 1.039
3 C -0.6359 0.1794 -0.7817  N2 1.461, C4 1.609, H10 1.106, H11 1.101
4 C -1.8873 0.7214 0.0730  C3 1.609, O5 1.352, H12 1.105, H13 1.119
5 O -1.5070 1.2757 1.2462  C4 1.352
6 H 1.3479 -1.1118 1.6137  C1 1.094
7 H -0.3314 -0.8036 1.8878  C1 1.084
8 H -0.0055 -2.0435 0.7194  C1 1.091
9 H 0.3978 0.7819 0.7197  N2 1.039
10 H -0.3193 0.9652 -1.4928  C3 1.106
11 H -0.8323 -0.7025 -1.4101  C3 1.101
12 H -2.4342 1.4752 -0.5209  C4 1.105
13 H -2.4619 -0.2338 0.1725  C4 1.119
14 H 1.9776 0.2272 -0.5814  O16 1.032
15 H 2.8617 0.1840 -1.9110  O16 0.969
16 O 2.9435 0.2240 -0.9459  H14 1.032, H15 0.969

Its total charge is -1. The HOMO-LUMO gap is 7.03 eV.

[4]
The following is a DFT calculation (ωB97M-V/def2-TZVPD) of a cluster of 2 separate species, C10H16O in total at a distorted geometry.

Last columns: bonded neighbours and bond lengths (Å).
Atoms and positions in Å:
1 C 0.4241 -1.8856 -2.5850  C2 1.551, H10 1.094, H11 1.083, H12 1.093
2 C 0.0745 -1.6734 -1.0886  C1 1.551, C3 1.499, H13 1.093, H14 1.091
3 C -0.2728 -0.2611 -0.7262  C2 1.499, C4 1.426, C9 1.366
4 C 0.7894 0.5667 -0.2559  C3 1.426, C5 1.364, H15 1.083
5 C 0.5790 1.8747 0.0695  C4 1.364, C6 1.426, H16 1.083
6 C -0.7561 2.3756 0.1002  C5 1.426, O7 1.361, C8 1.375
7 O -0.9236 3.6586 0.5210  C6 1.361, H17 0.942
8 C -1.8180 1.5832 -0.2692  C6 1.375, C9 1.415, H18 1.079
9 C -1.5356 0.2591 -0.6822  C3 1.366, C8 1.415, H19 1.086
10 H -0.2526 -2.6080 -3.0517  C1 1.094
11 H 1.4326 -2.2592 -2.7077  C1 1.083
12 H 0.2046 -1.0074 -3.1971  C1 1.093
13 H -0.6259 -2.4008 -0.6710  C2 1.093
14 H 0.9934 -1.9628 -0.5765  C2 1.091
15 H 1.7603 0.0868 -0.2343  C4 1.083
16 H 1.3635 2.5607 0.3645  C5 1.083
17 H -0.1664 4.2011 0.3813  O7 0.942
18 H -2.8043 2.0207 -0.2975  C8 1.079
19 H -2.3764 -0.2694 -1.1215  C9 1.086
20 C 1.3369 -1.7566 2.4617  C21 1.530, H22 1.084, H23 1.085, H24 1.097
21 C 1.2323 -3.1743 1.8963  C20 1.530, H25 1.085, H26 1.090, H27 1.091
22 H 2.0421 -1.6944 3.2832  C20 1.084
23 H 1.4846 -1.0084 1.6896  C20 1.085
24 H 0.3429 -1.4973 2.8477  C20 1.097
25 H 1.9702 -3.3991 1.1338  C21 1.085
26 H 0.2432 -3.2859 1.4525  C21 1.090
27 H 1.3435 -3.8987 2.7048  C21 1.091

The HOMO-LUMO gap is 9.27 eV. Its structure (SMILES) is CCc1ccc(O)cc1.CC.

In kJ/mol, the energy relative to the best compared isomer or geometry (same formula, charge and spin) values for the records above are, in order, 0.0; 117.5; 108.0; 121.9.